44
Properties=species:S:1:pos:R:3:forces:R:3 method="wB97M-V/def2-TZVPD" lumo_energy_ev="-5.193 / -7.533" charge=+2 s_squared=2.007 total_energy_ha=-2261.6722 gap_ev="9.03 / 6.78" homo_energy_ev="-14.23 / -14.32" spin_multiplicity=3
Pt -0.37798 0.29792 0.09526 0.25 0.11 0.06
C 2.40887 2.58757 3.49495 0.24 -0.07 -0.01
O 0.98739 2.83531 3.42536 -0.05 -0.04 0.00
C 0.33489 2.26954 2.44048 -0.14 0.20 -0.13
O 0.87525 1.57447 1.57240 -0.26 -0.18 0.00
N -0.98164 2.58320 2.47504 0.17 -0.09 0.10
N -1.86066 2.08283 1.51617 0.05 -0.08 -0.19
H 2.74571 3.07885 4.39991 -0.06 0.02 0.01
H 2.90998 3.01093 2.62723 -0.07 0.04 0.00
H 2.60456 1.51901 3.54360 -0.06 0.00 0.03
H -1.32871 3.12874 3.24962 0.03 0.05 0.03
H -2.28940 2.85271 1.01426 0.01 0.02 -0.06
H -2.59226 1.54866 1.97120 -0.02 -0.04 0.02
C -3.43342 -1.64781 0.00890 -0.07 -0.05 -0.01
C -3.01907 -0.97125 -1.25034 -0.16 -0.01 -0.19
N -1.92970 -0.25286 -1.37125 0.29 -0.15 0.36
C -1.77601 0.28771 -2.63261 -0.27 -0.05 -0.12
C -2.77977 -0.03389 -3.48584 0.01 -0.06 0.03
S -3.93267 -1.02638 -2.70177 0.24 0.04 0.22
C -0.62885 1.15766 -2.84110 0.14 0.23 -0.17
C -0.25850 1.84418 -3.95112 0.03 -0.02 0.02
S 1.13226 2.78323 -3.62796 -0.04 -0.18 0.31
C 1.16423 2.21955 -2.00489 -0.01 0.13 -0.39
N 0.19023 1.38203 -1.75375 -0.03 -0.19 0.47
C 2.17581 2.68061 -1.02033 0.07 0.05 0.06
H -2.66260 -1.50818 0.76592 -0.01 -0.03 0.01
H -3.58548 -2.71534 -0.15002 0.03 0.00 0.00
H -4.37614 -1.23927 0.37556 0.02 0.01 0.01
H -2.90607 0.25671 -4.51605 0.01 0.02 0.01
H -0.72132 1.84856 -4.92450 -0.01 -0.01 0.02
H 3.03995 3.10757 -1.52484 0.01 -0.02 0.01
H 2.49145 1.85744 -0.38218 0.02 -0.03 -0.04
H 1.74387 3.44939 -0.37712 0.00 0.01 -0.03
C 2.01456 -5.17485 0.87662 -0.02 -0.06 -0.09
N 1.71109 -3.82116 1.32675 0.06 -0.09 -0.01
C 1.19733 -2.87490 0.56767 -0.24 0.09 -0.17
N 0.86264 -3.12870 -0.69199 0.08 -0.17 -0.04
S 0.99435 -1.30756 1.26057 -0.16 0.48 -0.19
H 2.43592 -5.73088 1.70743 0.00 0.03 0.02
H 2.74817 -5.16013 0.06887 -0.01 0.01 0.00
H 1.10907 -5.68830 0.55010 0.00 0.02 0.00
H 1.95035 -3.56890 2.27181 -0.03 0.05 0.04
H 1.05445 -4.02169 -1.11860 -0.01 0.02 -0.02
H 0.55787 -2.37233 -1.27943 -0.04 0.04 0.02

***

34
Properties=species:S:1:pos:R:3:forces:R:3 method="wB97M-V/def2-TZVPD" lumo_energy_ev=-3.446 charge=+1 total_energy_ha=-598.5648 gap_ev=8.44 homo_energy_ev=-11.89
C 2.74649 -0.01384 2.85829 1.49 3.16 -4.48
H 2.00075 -0.43172 3.40252 -2.44 -1.28 1.38
H 3.64652 -0.50869 2.84309 2.10 -1.14 1.37
H 2.88807 1.04702 2.98850 -0.02 0.15 0.80
O 2.58013 -0.04294 1.33125 -1.01 -1.59 2.89
C 2.32649 -1.41799 1.02869 -1.08 2.16 -4.23
C 0.82614 -1.75805 1.17299 3.60 0.68 -13.46
C 0.49404 -3.14252 0.06947 -4.35 2.87 3.15
H 0.87726 -3.09307 -0.90751 0.32 0.43 -1.13
H 0.92052 -3.88529 0.61881 1.47 -2.36 1.23
H -0.73398 -3.44747 0.16211 3.43 1.25 -0.61
H 0.49640 -2.14564 1.96170 -3.39 -1.61 7.05
N 0.20008 -0.49272 0.40003 -9.69 -10.27 9.53
H -0.99838 -0.60468 0.86418 4.46 1.31 -0.83
H 0.69054 0.13402 0.78497 4.39 7.29 3.82
C -0.03602 -0.37516 -0.83897 0.60 0.85 -14.03
C -0.62494 1.10782 -1.19562 -6.17 -10.69 5.33
C 0.12149 2.02752 -1.63581 0.12 5.56 -3.65
C -0.55240 3.20462 -2.09774 2.82 1.64 3.19
C -1.85703 3.42625 -1.62187 5.54 3.47 -5.07
C -2.50581 2.37461 -1.29813 -6.42 -5.70 5.42
C -2.10429 1.05827 -0.80850 4.59 6.20 -4.97
C -3.03883 0.01527 -0.40385 -2.41 4.28 -15.08
H -2.76226 -0.93196 -0.64525 0.59 -2.95 -2.44
H -2.92094 -0.11417 0.42335 0.74 -1.48 17.72
H -4.03316 0.32888 -0.77582 0.42 -0.71 0.72
H -3.51070 2.73873 -1.04105 -0.56 -1.21 -0.22
H -2.34570 4.31122 -1.98952 -0.26 0.40 0.60
H 0.19569 4.03533 -2.22198 -1.28 -0.52 -0.87
H 1.12043 1.88526 -1.87730 1.77 -0.25 -0.19
H 0.90546 -0.48919 -1.46369 -0.16 0.67 0.96
H -0.53499 -1.22602 -1.52263 -0.04 1.66 2.63
H 2.78851 -2.19535 1.51112 2.15 -1.29 1.73
H 2.73441 -1.37837 -0.07583 -1.34 -0.99 1.77

***

48
Properties=species:S:1:pos:R:3:forces:R:3 method="wB97M-V/def2-TZVPD" lumo_energy_ev=2.444 charge=-1 total_energy_ha=-1890.9372 gap_ev=9.01 homo_energy_ev=-6.56
Ag -0.32581 -0.34087 -2.63175 -0.71 -0.83 0.74
N 2.15679 3.49012 -1.55440 -0.07 -0.40 -0.21
C 1.55199 2.67848 -0.49753 0.14 -0.04 -0.04
C 2.64723 2.07570 0.37693 -0.07 -0.09 -0.05
C 2.07218 1.05437 1.35625 -0.03 0.00 0.03
N 1.77596 -0.18861 0.64221 0.17 0.01 0.22
C 0.91622 1.68647 2.14778 0.00 -0.03 -0.02
C -0.14467 2.45042 1.34100 -0.04 -0.03 0.08
N -1.12543 1.63961 0.61687 -0.07 0.10 0.19
C 0.53243 3.41357 0.36643 -0.16 -0.13 -0.07
H 2.36758 1.66133 -2.94988 -0.25 -0.46 -0.13
H 2.51488 4.36344 -1.18956 0.05 0.02 0.02
H 1.47628 3.70438 -2.27453 -0.12 0.12 0.00
H 1.03283 1.85039 -0.99846 0.11 0.26 -0.07
H 3.14797 2.88020 0.92913 0.00 -0.02 -0.01
H 3.39096 1.58759 -0.25792 0.02 0.05 0.04
H 2.84752 0.81596 2.09151 0.06 -0.02 0.01
H 1.09098 -0.76382 1.11240 -0.07 -0.02 -0.04
H 1.42994 -0.02993 -0.29039 -0.13 0.05 -0.18
H 1.36059 2.40006 2.85398 -0.01 0.00 -0.01
H 0.43140 0.92348 2.76580 0.03 0.07 -0.01
H -0.70299 3.04318 2.07337 -0.05 0.06 -0.01
H -0.85914 1.45914 -0.33817 0.08 -0.03 -0.19
H -1.30606 0.74501 1.05000 0.05 -0.09 0.02
H 1.03523 4.21317 0.92337 0.01 -0.01 -0.03
H -0.23345 3.86531 -0.27083 0.04 0.05 0.03
O 0.22010 0.37386 -5.00223 0.13 0.02 -0.04
S 0.64863 1.49809 -4.20448 0.34 0.84 -0.41
O 1.16389 2.64648 -4.89837 -0.01 0.02 0.06
O 1.89563 0.88448 -3.34064 0.40 0.69 0.03
O -0.33318 1.85351 -3.14823 0.19 0.03 -0.03
C -0.98861 -1.72110 2.96204 -0.04 -0.06 -0.05
C -1.40607 -2.47625 1.74575 -0.06 -0.11 0.08
N -1.20741 -2.14777 0.49009 0.01 0.01 -0.05
C -1.77239 -3.15695 -0.26245 0.04 0.01 0.03
C -2.32017 -4.10591 0.58136 0.06 0.10 -0.32
N -2.07009 -3.64883 1.84144 0.06 0.13 0.11
C -3.05408 -5.39767 0.48068 0.08 0.15 0.54
O -3.32199 -5.85021 -0.70387 0.17 0.34 -0.90
O -3.37024 -5.96485 1.51405 0.03 0.04 -0.14
C -1.74059 -3.17034 -1.77155 -0.15 -0.14 -0.28
O -2.33678 -4.11077 -2.35235 -0.17 -0.35 0.67
O -1.13104 -2.27380 -2.39303 0.06 -0.08 0.26
H -0.47648 -0.80990 2.67241 -0.03 -0.02 -0.01
H -0.31327 -2.31954 3.57751 0.00 0.04 -0.01
H -1.85546 -1.45458 3.57084 0.03 0.02 -0.01
H -2.35708 -4.14653 2.66720 -0.05 -0.09 0.03
H -2.95474 -5.17956 -1.41975 -0.08 -0.18 0.13